The following is a DFT calculation (ωB97M-V with the def2-TZVPD basis set) of C11H4BrCrN2O2S2Se4 as an isolated structure.

- 2S+1 = 2
- expectation value of S² = 0.779
- E (Ha) = -14702.35230
- molecular weight (g mol⁻¹) = 708.0
- energy relative to the best compared isomer or geometry (same formula, charge and spin) (kcal/mol) = 3.52
- gap between HOMO and LUMO (alpha / beta) (eV) = 5.3 / 5.3
- total charge = -2

Geometry (Å):
Cr: -2.11801 -0.95283 -0.52785
S: -3.07002 0.58431 1.00942
C: -2.81678 -0.23685 2.50023
C: -3.26812 0.43961 3.69314
N: -3.64564 0.98424 4.63594
C: -2.26445 -1.47248 2.58868
S: -1.74554 -2.39054 1.19793
C: -2.09045 -2.10579 3.86932
N: -1.93987 -2.63711 4.88194
Se: -1.05833 -2.47307 -2.17170
Se: -2.81415 -3.72084 -3.06296
Se: -4.27198 -1.97098 -3.58955
Se: -4.23085 -0.86310 -1.48054
Br: 5.65993 2.42002 -2.62423
C: 4.06449 1.79338 -1.77821
C: 3.81506 2.15319 -0.46587
C: 2.64997 1.69664 0.13914
C: 1.74897 0.90530 -0.55787
C: 2.02562 0.55563 -1.87366
C: 3.19159 0.99571 -2.49422
C: 0.48509 0.41905 0.14278
O: 0.36566 0.63330 1.33342
O: -0.34561 -0.11004 -0.69064
H: 4.52088 2.77076 0.07280
H: 2.41832 1.93760 1.16969
H: 1.31834 -0.07218 -2.40224
H: 3.41589 0.71708 -3.51487